1.
Formula: H3O3P3S
Source: the Open Molecules 2025 dataset
Level of theory: ωB97M-V with the def2-TZVPD basis set

HOMO level (alpha / beta)   -0.0469 / -0.0469 Eh
HOMO-LUMO gap (alpha / beta)   4.9324 / 5.7253 eV
ΔE to the lowest compared entry with this formula, charge and spin   2.552 eV
Total energy   -1649.77274 Ha

The geometry in ORCA input format:
```
! RIJCOSX wB97M-V def2-TZVPD def2/J DEFGRID3
* xyz -2 1
S -8.821 -3.652 4.944
P 4.783 1.893 -3.228
P -8.721 -1.826 4.170
P 6.773 2.065 -2.423
O 4.011 0.659 -3.014
O 5.331 2.547 -1.705
O 4.320 2.984 -4.105
H -7.884 -2.003 3.049
H -7.634 -1.255 4.866
H 7.843 -1.411 -2.554
*
```

2.
Formula: C31H63N5O9
Source: the Open Molecules 2025 dataset
Level of theory: ωB97M-V with the def2-TZVPD basis set

HOMO level   -0.3219 Eh
Structure (SMILES)   CN(C)C=O.CN(C)C=O.CN(C)C=O.CC(C)=O.CC(C)=O.CC(C)=O.CC(C)=O.CC(C)=O.CC(C)=O.CC#N.CC#N
HOMO-LUMO gap   8.4794 eV
ΔE to the lowest compared entry with this formula, charge and spin   1.497 eV
Total energy   -2169.87064 Ha

The geometry in ORCA input format:
```
! RIJCOSX wB97M-V def2-TZVPD def2/J DEFGRID3
* xyz 0 1
O -4.872 -3.726 0.581
O 1.855 3.637 -2.079
O 3.448 2.756 2.026
O -0.053 -2.098 -0.359
O -4.370 -0.765 -3.412
O 2.130 -3.884 -3.711
O -1.360 -2.733 6.343
O 2.064 -6.761 -1.585
O 3.158 -0.925 4.992
N 4.407 -0.116 -3.503
N 0.876 -0.051 -0.215
N -1.703 -1.880 4.239
N -3.626 2.771 -0.299
N 0.117 5.045 -2.212
C -1.751 -2.133 2.837
C 2.372 -2.165 -5.323
C -2.993 -2.743 -0.476
C 1.723 -2.825 -4.134
C -1.320 -2.847 5.126
C -0.331 6.419 -2.256
C -4.184 1.595 -3.375
C -3.665 0.194 -3.618
C 5.598 1.001 -1.465
C 0.931 -1.392 -0.238
C 1.406 4.747 -2.116
C 0.909 -6.577 -1.293
C 0.475 -2.173 -3.563
C 3.522 3.616 2.864
C 2.306 -0.097 4.645
C 0.124 -7.601 -0.503
C -5.342 -1.719 -0.574
C 0.182 -5.281 -1.596
C 1.947 1.061 5.559
C -3.268 2.555 0.760
C 4.358 3.425 4.106
C 3.006 5.009 2.565
C -2.856 2.260 2.100
C -2.180 -0.617 4.677
C -4.451 -2.858 -0.130
C 1.562 -0.221 3.329
C -0.890 4.039 -1.948
C -0.382 0.646 -0.313
C 2.034 0.779 -0.309
C 4.908 0.372 -2.592
C -2.229 -0.005 -4.060
H 2.037 1.593 0.422
H 3.670 5.555 1.898
H 5.387 3.713 3.875
H -2.336 -3.361 0.131
H -5.073 1.496 -2.758
H -2.129 0.437 -5.056
H 2.969 0.271 -0.044
H -3.252 -0.510 4.487
H -1.302 4.177 -0.947
H -0.620 -8.084 -1.140
H 1.616 0.713 2.768
H -0.484 1.070 -1.318
H 2.854 1.542 5.923
H -0.560 3.046 -2.219
H -0.216 -2.040 -4.396
H 1.961 -1.062 2.769
H -0.087 -4.834 -0.639
H 0.515 -0.462 3.550
H 4.392 2.372 4.371
H -3.704 2.359 2.777
H 0.511 7.108 -2.226
H -2.097 2.970 2.427
H -1.947 -0.451 5.721
H 0.832 -8.366 -0.179
H 1.953 -1.772 -0.084
H 6.164 0.261 -0.890
H 3.958 4.076 4.881
H 2.149 1.190 -1.314
H -0.026 -2.812 -2.842
H -0.374 -7.178 0.365
H -1.016 6.654 -1.438
H 1.592 -2.000 -6.077
H 0.720 -1.206 -3.118
H -1.684 0.168 4.086
H -0.913 -1.672 2.307
H -1.220 0.005 -0.065
H -0.961 -3.752 4.614
H 2.826 -1.201 -5.110
H 2.812 5.582 3.472
H -2.792 -3.168 -1.475
H -2.656 -1.715 -0.562
H -4.865 -0.743 -0.584
H -4.436 2.108 -4.303
H -0.843 6.602 -3.207
H -2.053 -3.132 2.527
H -1.518 0.448 -3.371
H -2.621 -1.598 2.402
H -6.215 -1.736 0.078
H 4.822 1.366 -0.794
H 0.822 -4.588 -2.140
H 2.045 5.644 -2.121
H 1.242 0.836 6.356
H 2.056 4.921 2.031
H -2.452 1.255 2.190
H 3.119 -2.843 -5.727
H 6.320 1.743 -1.783
H 1.457 1.887 5.014
H -3.422 2.151 -2.832
H -2.048 -1.071 -4.105
H -0.364 1.508 0.364
H -0.691 -5.499 -2.217
H -1.749 4.206 -2.617
H -5.661 -1.911 -1.603
*
```

3.
Formula: C22H23F4N8O2PdS
Source: the Open Molecules 2025 dataset
Level of theory: ωB97M-V with the def2-TZVPD basis set

HOMO level (alpha / beta)   -0.4369 / -0.4369 Eh
HOMO-LUMO gap (alpha / beta)   5.8275 / 5.8181 eV
ΔE to the lowest compared entry with this formula, charge and spin   0.384 eV
Total energy   -2365.88634 Ha

The geometry in ORCA input format:
```
! RIJCOSX wB97M-V def2-TZVPD def2/J DEFGRID3
* xyz 1 1
Pd -0.546 1.843 0.463
S 0.411 0.546 -1.188
F 1.360 -4.803 6.512
F 0.922 -4.429 3.961
F 0.726 -0.139 7.293
F 0.294 0.228 4.744
O -1.011 3.198 -0.846
O -0.248 5.204 -1.476
N -0.176 0.340 1.747
N -0.026 4.565 0.686
N -0.461 3.649 1.676
N 0.345 2.035 -3.397
N 1.858 -4.957 9.484
N 0.339 -3.713 1.048
N -1.651 1.094 -2.830
N 1.121 -0.837 10.179
C -0.430 4.359 -0.640
C 0.575 -2.089 4.227
C -3.833 -1.501 -4.401
C 0.339 -1.904 2.885
C -2.578 0.244 -2.081
C 1.572 -3.971 8.970
C 1.266 -2.695 8.393
C -0.362 1.288 -2.574
C -2.447 -1.662 -3.785
C 1.748 2.424 -3.227
C 1.580 0.185 -5.655
C 0.043 -0.635 2.306
C 1.055 -2.499 7.058
C 0.872 -3.389 4.778
C 0.768 -1.190 6.496
C 0.355 -2.953 1.908
C 1.202 -1.643 9.366
C 2.746 1.364 -3.677
C 2.747 1.046 -5.173
C -2.372 -1.251 -2.315
C 0.547 -1.006 5.182
C 1.098 -3.582 6.091
H -3.149 -1.773 -1.749
H 0.633 0.726 -5.662
H 3.734 1.733 -3.390
H 2.786 1.979 -5.743
H 1.904 2.676 -2.179
H 0.113 5.526 0.963
H 1.878 3.338 -3.805
H -2.065 1.694 -3.528
H 2.582 0.448 -3.102
H -0.135 2.437 -4.189
H -4.562 -2.132 -3.890
H -1.715 -1.089 -4.361
H -1.416 -1.557 -1.889
H -2.136 -2.705 -3.864
H -4.192 -0.471 -4.346
H -3.826 -1.784 -5.452
H 1.758 -0.165 -6.671
H 1.457 -0.694 -5.018
H -3.574 0.538 -2.411
H 0.293 3.518 2.344
H 3.677 0.521 -5.399
H -1.286 3.989 2.167
H -2.510 0.486 -1.016
*
```

4.
Formula: C6H16N4O
Source: the Open Molecules 2025 dataset
Level of theory: ωB97M-V with the def2-TZVPD basis set

HOMO level   -0.3026 Eh
HOMO-LUMO gap   8.4704 eV
ΔE to the lowest compared entry with this formula, charge and spin   7.800 eV
Total energy   -532.05437 Ha

The geometry in ORCA input format:
```
! RIJCOSX wB97M-V def2-TZVPD def2/J DEFGRID3
* xyz 0 1
O -1.009 0.547 3.204
N 0.816 -0.039 1.402
N -1.508 -0.322 2.270
N 1.101 1.158 -1.589
N -0.635 -1.666 0.181
C 0.676 1.262 0.878
C -0.499 -0.746 1.169
C -1.775 -2.341 0.775
C 0.130 1.339 -0.607
C 1.641 -0.245 -1.392
C 0.755 1.333 -2.971
H 1.603 1.195 -3.644
H 1.416 2.223 1.036
H 0.046 0.709 -3.558
H 2.355 -0.542 -2.251
H -0.245 1.650 1.283
H -0.268 2.221 -0.861
H 0.361 2.366 -3.237
H -1.172 -3.069 1.873
H -2.596 -2.966 -0.164
H -2.772 -1.573 1.358
H -1.758 -1.307 3.064
H 1.387 -0.751 0.880
H -0.141 0.050 3.707
H 2.105 -0.343 -0.311
H -0.841 0.881 -0.995
H 0.827 -1.025 -1.503
*
```

Q: What is the total energy in the fourth record?
A: -532.05437 Ha

Q: The lowest total energy belongs to which entry?
A: C22H23F4N8O2PdS